Record 1
{
  "formula": "C6H5N3",
  "method": "the ωB97M-V functional and the def2-TZVPD basis",
  "e_homo_ev": -8.35,
  "e_tot_ha": -395.8449,
  "smiles": "c1cnc2ccnn2c1",
  "mol_weight_g_mol": 119.1,
  "orbital_gap_ev": 8.5,
  "symbols": ["C", "C", "N", "C", "C", "C", "N", "N", "C", "H", "H", "H", "H", "H"],
  "xyz": [[-2.0691, 0.6192, 0.0903], [-2.0167, -0.8150, 0.1093], [-0.8493, -1.3677, -0.1220], [0.2667, -0.6622, -0.0403], [1.6280, -1.1601, -0.0417], [2.3214, 0.0730, 0.0962], [1.5009, 1.1934, 0.0427], [0.2192, 0.6758, -0.1086], [-0.9023, 1.3611, -0.1381], [-3.0266, 1.1602, 0.2129], [-2.9158, -1.4976, 0.3026], [1.9700, -2.1361, -0.0334], [3.3703, 0.0806, 0.4110], [-0.8619, 2.3865, -0.0314]],
  "atomic_forces_ev_per_a": [[-0.5, 0.8, -0.3], [0.2, 0.6, -0.4], [-1.4, -1.8, 1.2], [1.2, -3.0, -1.8], [-2.2, 4.9, 0.5], [-1.7, -0.3, 0.2], [0.7, -1.2, -0.1], [4.6, 0.4, 0.7], [-3.1, -2.4, 1.4], [0.8, -0.4, -0.1], [1.3, 1.2, -0.6], [0.4, -1.5, 0.1], [-0.4, 0.8, -0.6], [0.2, 2.0, -0.3]]
}



Record 2
{
  "formula": "C26H29N5O4",
  "method": "the ωB97M-V functional and the def2-TZVPD basis",
  "e_homo_ev": -8.16,
  "e_tot_ha": -1582.8705,
  "smiles": "CCCCOc1ccc([C@H]2[C@@H]3CN(C(=O)OCC)CC=C3C(C#N)=C(N)C2(C#N)C#N)cc1OC",
  "mol_weight_g_mol": 475.5,
  "orbital_gap_ev": 8.3,
  "symbols": ["C", "C", "C", "C", "O", "C", "C", "C", "C", "C", "C", "C", "N", "C", "O", "O", "C", "C", "C", "C", "C", "C", "C", "N", "C", "N", "C", "C", "N", "C", "N", "C", "C", "O", "C", "H", "H", "H", "H", "H", "H", "H", "H", "H", "H", "H", "H", "H", "H", "H", "H", "H", "H", "H", "H", "H", "H", "H", "H", "H", "H", "H", "H", "H"],
  "xyz": [[-6.9559, 0.1709, -1.1179], [-5.4670, 0.0957, -1.4335], [-4.8265, 1.4707, -1.6312], [-4.6557, 2.2268, -0.3101], [-3.8466, 1.5309, 0.6137], [-2.5017, 1.4881, 0.4385], [-1.7747, 2.2112, -0.4912], [-0.3935, 2.0964, -0.5658], [0.2911, 1.2837, 0.3190], [1.7878, 1.1105, 0.2749], [2.3105, 0.5301, -1.0546], [1.4837, -0.6690, -1.5553], [2.0225, -1.9298, -1.1096], [1.4454, -2.5947, -0.0831], [0.3941, -2.2777, 0.4268], [2.1656, -3.6766, 0.2922], [1.5737, -4.5013, 1.2938], [0.5244, -5.4358, 0.7096], [3.3716, -2.1707, -1.5756], [4.2514, -1.0423, -1.1334], [3.7598, 0.1663, -0.8503], [4.5820, 1.2044, -0.2344], [5.9830, 1.0643, -0.2669], [7.1283, 0.9775, -0.2759], [4.0558, 2.2611, 0.4448], [4.8076, 3.2441, 1.0031], [2.5444, 2.4423, 0.5377], [2.1756, 2.9357, 1.8517], [1.9164, 3.3107, 2.8987], [2.2515, 3.4861, -0.4325], [2.1315, 4.3354, -1.1872], [-0.4312, 0.5535, 1.2606], [-1.8104, 0.6167, 1.3134], [-2.5838, -0.1161, 2.1526], [-1.9620, -1.1509, 2.8801], [-7.4867, 0.7084, -1.9016], [-7.3746, -0.8301, -1.0454], [-7.1303, 0.6773, -0.1724], [-4.9469, -0.4174, -0.6226], [-5.3269, -0.4891, -2.3455], [-5.4386, 2.0775, -2.3014], [-3.8449, 1.3392, -2.0913], [-5.6195, 2.3222, 0.1952], [-4.2652, 3.2362, -0.4920], [-2.2695, 2.8714, -1.1848], [0.1268, 2.6520, -1.3294], [2.0731, 0.4217, 1.0799], [2.2487, 1.3186, -1.8158], [1.4871, -0.6750, -2.6500], [0.4538, -0.5927, -1.2031], [2.4085, -5.0621, 1.7196], [1.1242, -3.8638, 2.0625], [0.9589, -6.0424, -0.0814], [-0.2985, -4.8556, 0.2997], [0.1428, -6.0879, 1.4900], [3.3554, -2.2528, -2.6715], [3.7328, -3.1137, -1.1670], [5.2995, -1.2578, -0.9895], [4.3978, 3.8941, 1.6517], [5.8090, 3.1414, 1.0044], [0.1016, -0.0972, 1.9335], [-2.7726, -1.7184, 3.3346], [-1.3782, -1.8001, 2.2207], [-1.3163, -0.7520, 3.6702]],
  "atomic_forces_ev_per_a": [[0.2, -0.1, 0.0], [-0.1, 0.2, -0.1], [0.1, -0.2, 0.4], [-0.2, 0.2, -0.5], [0.3, -0.2, 0.2], [0.0, -0.2, 0.2], [-0.3, 0.0, 0.0], [0.2, -0.1, 0.1], [-0.1, 0.1, 0.1], [-0.2, -0.1, -0.3], [0.0, -0.3, 0.2], [-0.2, 0.2, 0.0], [0.2, -0.1, -0.2], [0.1, -0.3, 0.0], [-0.3, 0.0, 0.3], [0.1, 0.2, -0.3], [-0.4, -0.2, 0.4], [0.3, 0.3, 0.0], [0.1, -0.2, 0.0], [-0.1, 0.2, 0.0], [0.0, -0.3, -0.2], [-0.8, 0.4, 0.3], [0.4, 0.1, 0.0], [0.4, 0.0, 0.0], [0.7, -0.2, 0.0], [-0.2, -0.2, -0.1], [0.3, -0.6, -0.1], [0.0, 0.0, 0.3], [-0.1, 0.2, 0.5], [-0.1, 0.2, -0.2], [-0.1, 0.4, -0.4], [-0.1, 0.0, 0.1], [-0.2, 0.1, -0.1], [-0.1, 0.3, -0.2], [0.1, -0.2, 0.1], [-0.1, 0.1, -0.1], [-0.1, 0.0, 0.0], [-0.1, 0.1, 0.1], [0.1, -0.1, -0.1], [0.1, 0.0, 0.1], [0.0, 0.1, -0.1], [0.0, 0.1, -0.1], [0.1, 0.1, 0.0], [0.0, -0.1, 0.1], [-0.1, 0.0, 0.0], [0.0, 0.0, -0.1], [0.0, 0.2, 0.0], [0.0, 0.0, 0.0], [0.0, 0.0, 0.1], [0.1, 0.0, -0.2], [-0.1, 0.1, 0.0], [0.2, -0.1, -0.1], [0.0, -0.1, 0.0], [-0.1, 0.0, 0.0], [-0.1, -0.1, 0.1], [0.0, -0.1, 0.1], [0.0, 0.1, -0.1], [0.2, 0.0, 0.0], [0.0, 0.0, 0.0], [0.0, 0.1, 0.0], [0.0, -0.1, 0.1], [0.1, 0.0, 0.0], [0.0, 0.0, 0.0], [0.0, 0.0, 0.0]]
}